Entry 1:
The following is a DFT calculation (ωB97M-V/def2-TZVPD) of a cluster of 3 separate species, C2H8O2 in total in a non-equilibrium geometry.

Last column: Löwdin charge in e.
CARTESIAN COORDINATES (ANGSTROEM)
1 O 0.007972 -2.769675 -2.911074  -0.0596
2 H -0.021876 -3.476059 -2.251805  0.0377
3 H 0.059315 -1.966386 -2.382826  0.0201
4 H 0.443306 5.335267 1.604861  0.0032
5 C -0.242532 0.549699 0.286573  -0.2120
6 O 0.398060 0.109998 1.459728  -0.0403
7 C -0.297837 1.353152 1.514553  -0.1749
8 H 0.471396 0.885630 -0.409214  0.0921
9 H -1.045322 -0.075585 -0.058298  0.1060
10 H 0.036513 2.319798 1.117965  0.0982
11 H -1.401009 1.455398 1.703787  0.1233
12 H 1.193441 5.268761 1.575196  0.0061

Atoms 1-3, force components in eV/Å:
-0.025 -0.117 0.294
0.012 0.104 -0.208
0.021 0.015 -0.075

energy above the lowest of the compared OMol25 structures with the same formula, charge and spin = 3.3163 eV
multiplicity = 1
HOMO level = -0.4001 hartree
SMILES string = [H][H].C1CO1.O
HOMO-LUMO gap = 11.605 eV

***

Entry 2:
The following is a DFT calculation (ωB97M-V/def2-TZVPD) of the molecule C3HF5O2 in a non-equilibrium geometry.

Last column: Löwdin charge in e.
CARTESIAN COORDINATES (ANGSTROEM)
1 C 1.406841 0.199286 -0.204912  -0.3898
2 C 0.138822 -0.611198 -0.317331  -0.3014
3 C -1.442094 0.138531 0.341213  -0.5773
4 O 1.309715 1.510959 -0.334777  0.1080
5 O 1.666672 0.879727 0.900048  0.1297
6 F -0.301190 -0.887638 -1.502583  0.1677
7 F 0.415887 -1.780853 0.406221  0.0785
8 F -2.173508 0.501788 -0.667387  0.2023
9 F -1.246916 1.086476 1.237777  0.1727
10 F -2.031125 -0.787332 0.988519  0.2081
11 H 2.256892 -0.249748 -0.846787  0.2014

Atoms 1-3, force components in eV/Å:
0.949 -3.387 -3.800
-2.993 0.765 4.120
4.519 -0.834 -0.012

energy above the lowest of the compared OMol25 structures with the same formula, charge and spin = 2.5719 eV
multiplicity = 1
HOMO level = -0.4254 hartree
SMILES string = FC(F)(F)C(F)(F)C1OO1
HOMO-LUMO gap = 12.326 eV

***

Entry 3:
The following is a DFT calculation (ωB97M-V/def2-TZVPD) of a cluster of 2 separate species, CH3IO2S in total in a non-equilibrium geometry.

Last column: Löwdin charge in e.
CARTESIAN COORDINATES (ANGSTROEM)
1 C 1.431247 -0.572064 0.578386  -0.0938
2 O 0.749655 -0.206830 -0.348143  -0.1660
3 O -0.940792 1.060337 0.310743  -0.6523
4 S -1.649719 0.262155 -0.635791  0.3463
5 I -3.821818 -0.225376 0.200221  0.4065
6 H -1.069371 -0.922707 -0.200561  -0.0457
7 H 1.996342 0.229100 1.120396  0.1058
8 H 1.358303 -1.625222 0.950851  0.0991

Atoms 1-3, force components in eV/Å:
-0.685 0.759 0.076
2.546 -1.232 -0.332
-0.135 3.479 1.876

energy above the lowest of the compared OMol25 structures with the same formula, charge and spin = 1.9909 eV
multiplicity = 1
HOMO level = -0.3418 hartree
HOMO-LUMO gap = 9.164 eV

***

Question: Which value of multiplicity does entry 1 give?
Answer: 1

***

Question: energy above the lowest of the compared OMol25 structures with the same formula, charge and spin of number 2 (C3HF5O2)?
Answer: 2.5719 eV